The following is a DFT calculation (ωB97M-V/def2-TZVPD) of a 10-piece molecular cluster, C48H102F6O32P4 overall at a distorted geometry.

Each line ends with the Löwdin charge.
Element x y z (Å)
P: 14.157280 21.702980 12.164345  0.568
P: 20.761710 20.814220 15.423095  0.532
P: 11.839110 14.517590 19.722565  0.533
P: 14.861130 22.321290 24.023485  0.446
F: 19.250770 15.339630 22.197035  0.166
F: 19.492160 15.059110 24.326945  0.146
F: 18.461960 14.799770 18.898575  0.123
F: 17.430350 13.573950 20.500905  0.109
F: 16.290350 14.822910 19.123745  0.165
F: 18.087530 13.851740 23.259565  0.165
O: 16.783730 11.724100 18.537005  0.004
O: 16.347380 22.489840 24.091285  -0.256
O: 12.448150 13.126580 19.859225  -0.268
O: 17.434150 13.080740 16.887345  0.124
O: 17.890060 25.568700 17.561465  0.028
O: 12.347360 15.483470 20.919065  -0.185
O: 21.694980 19.754180 14.559295  -0.174
O: 12.176560 15.347870 18.381615  -0.160
O: 20.973210 20.302260 16.900525  -0.157
O: 21.624670 22.243760 15.356435  -0.169
O: 10.881610 20.193210 19.709345  0.081
O: 19.382670 20.889160 14.935105  -0.209
O: 16.679780 14.259060 11.401595  -0.047
O: 14.340900 20.806240 23.986125  -0.201
O: 18.984620 13.799850 11.601845  0.087
O: 18.255020 23.299670 17.757425  -0.021
O: 16.342990 19.474170 16.773015  -0.019
O: 10.319510 21.141490 17.699695  -0.015
O: 10.197370 14.578410 19.797835  -0.195
O: 14.398320 20.081060 11.833065  -0.203
O: 13.422010 22.009320 13.408205  -0.237
O: 14.169990 22.957200 22.683215  -0.188
O: 13.410840 22.157840 10.726995  -0.198
O: 16.423010 16.132890 22.837285  0.085
O: 17.688970 17.077110 24.549945  0.008
O: 12.451120 21.096750 18.381055  0.031
O: 17.993940 15.284380 12.924785  0.033
O: 14.014650 23.003720 25.179615  -0.205
O: 16.743940 24.062760 16.310345  0.187
O: 17.140900 17.417650 17.364155  0.072
O: 16.865090 19.143030 18.802845  0.065
O: 15.654220 22.335800 12.050935  -0.210
C: 16.964800 19.079850 21.150335  -0.042
C: 12.984610 24.445630 11.398875  -0.074
C: 16.283690 19.270250 15.390245  -0.047
C: 20.522840 18.752060 18.688895  -0.038
C: 17.962180 14.395670 11.943015  -0.530
C: 18.616090 25.931430 18.681335  -0.287
C: 17.534660 24.271540 17.131945  -0.529
C: 14.846360 22.785160 21.429235  -0.283
C: 16.778150 18.159930 24.804985  -0.204
C: 14.068720 16.144210 17.143775  -0.065
C: 12.108600 16.857610 20.913745  -0.271
C: 13.282110 14.979570 17.628975  -0.317
C: 14.820480 23.984490 27.270375  -0.077
C: 17.036750 18.214340 19.912495  -0.181
C: 18.112800 9.935200 17.451675  -0.057
C: 17.354160 14.027290 19.174445  -0.428
C: 17.025270 18.621270 26.253335  -0.040
C: 17.895390 22.931370 12.806045  -0.030
C: 20.540450 19.018000 17.172555  -0.285
C: 14.722880 24.056840 20.631185  -0.052
C: 12.551230 23.244420 10.548145  -0.290
C: 16.805180 18.586870 17.656105  -0.605
C: 16.424560 22.487370 13.234015  -0.243
C: 12.607490 23.010330 16.830765  -0.072
C: 18.909640 15.953310 15.193975  -0.054
C: 17.492060 16.158820 23.544115  -0.251
C: 16.422280 13.415410 10.235205  -0.027
C: 20.970560 23.444560 15.405375  -0.297
C: 13.383020 17.754810 20.888675  -0.032
C: 9.494580 14.071240 20.959825  -0.280
C: 18.581470 15.096480 23.326095  -0.535
C: 16.410480 18.805410 11.540475  -0.052
C: 12.865850 19.058170 24.548515  -0.045
C: 21.949360 24.552050 15.951425  -0.055
C: 8.412380 14.946920 21.489205  -0.078
C: 16.676600 10.572160 17.619995  -0.144
C: 17.212140 12.921660 18.082815  -0.330
C: 11.171860 20.761180 18.646955  -0.548
C: 21.760850 19.917280 13.170795  -0.256
C: 8.964480 21.267430 18.003855  -0.049
C: 19.170030 15.444390 13.760335  -0.170
C: 20.607520 19.105970 12.456505  -0.062
C: 14.268720 22.745990 26.646195  -0.211
C: 12.964730 20.519790 24.099205  -0.265
C: 17.909830 21.984140 17.547895  -0.074
C: 20.096120 26.046630 18.659035  -0.074
C: 12.869270 21.551530 17.032305  -0.177
C: 15.335870 19.657650 10.842525  -0.267
H: 8.817260 15.956440 21.560295  0.077
H: 13.131920 18.378360 23.739085  0.050
H: 14.906790 24.887320 21.312775  0.089
H: 17.659560 23.872620 12.309545  0.070
H: 13.941690 17.818000 21.822485  0.056
H: 16.079250 17.785210 11.734325  0.073
H: 14.446890 21.918010 20.903325  0.115
H: 13.322020 22.416100 27.073995  0.119
H: 15.141560 23.747830 28.284765  0.084
H: 20.426980 25.022890 18.484145  0.066
H: 19.537280 18.828890 16.790475  0.104
H: 12.509400 20.718850 23.129075  0.123
H: 16.080800 9.843110 18.169175  0.117
H: 12.957250 18.743570 20.717865  0.065
H: 17.941980 19.191960 26.401835  0.081
H: 22.851570 24.602520 15.341855  0.069
H: 17.059000 21.738700 18.183465  0.099
H: 14.935450 15.903950 16.528035  0.085
H: 7.952260 14.596080 22.412945  0.085
H: 18.286460 26.912340 19.023785  0.122
H: 18.303870 25.294670 19.509075  0.125
H: 7.617190 15.026240 20.747945  0.076
H: 20.110010 23.453030 16.074315  0.101
H: 18.448290 23.208640 13.703555  0.043
H: 20.597490 19.162010 11.367995  0.069
H: 13.423800 16.747540 16.504895  0.082
H: 19.695190 16.311410 13.359605  0.091
H: 16.193420 19.292430 26.467015  0.063
H: 15.528430 19.979540 15.051725  0.086
H: 14.307420 16.849340 17.939965  0.062
H: 11.418730 17.128940 20.114645  0.113
H: 15.785510 20.464310 10.263535  0.109
H: 16.792210 12.398340 10.364865  0.087
H: 21.232970 18.347250 16.664015  0.120
H: 12.488320 20.993870 16.176745  0.125
H: 13.952200 21.437420 16.983825  0.112
H: 11.530250 23.176050 16.817485  0.069
H: 15.609420 24.549880 26.774365  0.088
H: 18.003330 8.970780 16.955685  0.072
H: 16.040120 18.264450 15.048005  0.105
H: 12.856840 23.472590 15.875645  0.078
H: 16.796200 18.968690 24.074455  0.110
H: 9.140030 13.082940 20.667155  0.123
H: 20.124520 17.773480 18.956855  0.072
H: 8.676410 20.575710 18.795465  0.093
H: 18.471370 22.253050 12.176575  0.072
H: 20.626660 18.016190 12.445765  0.053
H: 15.911350 23.169760 13.911555  0.106
H: 16.756580 19.187370 12.500895  0.058
H: 12.960840 14.336200 16.809855  0.129
H: 22.640060 19.616560 12.601015  0.116
H: 8.725620 22.260050 18.385625  0.100
H: 14.942450 21.899060 26.776175  0.106
H: 17.708100 19.876020 21.191765  0.090
H: 12.475120 21.151280 24.840555  0.110
H: 22.394050 24.257480 16.901995  0.075
H: 16.990800 17.732160 26.882935  0.084
H: 17.036900 18.453350 22.039375  0.047
H: 13.608910 18.905380 25.331215  0.068
H: 21.686250 20.978590 12.933795  0.105
H: 11.859710 18.799860 24.878735  0.082
H: 19.896200 19.474340 19.212095  0.069
H: 19.602710 19.432160 12.724945  0.051
H: 20.738600 23.710210 14.374005  0.116
H: 18.632040 9.904380 18.409565  0.078
H: 18.506190 16.965800 15.207655  0.051
H: 15.341060 13.358470 10.109435  0.092
H: 17.014950 13.846300 9.428255  0.092
H: 19.808700 15.983340 15.809515  0.083
H: 18.711180 10.515600 16.749415  0.066
H: 14.740500 19.118200 10.105895  0.118
H: 12.881100 24.217410 12.459675  0.060
H: 12.410330 23.439510 9.485045  0.115
H: 20.514180 26.455300 19.578995  0.089
H: 16.241750 10.771920 16.640655  0.119
H: 11.540190 22.905060 10.773375  0.113
H: 12.370730 25.332690 11.242735  0.075
H: 21.463640 25.527490 15.925225  0.067
H: 18.007220 17.718480 19.932275  0.109
H: 16.466440 21.552530 13.792975  0.080
H: 12.960590 23.633250 17.652585  0.072
H: 11.639750 17.026570 21.883145  0.113
H: 15.970900 19.527230 21.139465  0.074
H: 17.508110 21.742930 16.563755  0.079
H: 13.981290 24.680070 27.265925  0.080
H: 8.379710 21.086400 17.101985  0.100
H: 19.811140 14.564090 13.806625  0.126
H: 16.316040 17.401520 20.001885  0.109
H: 18.176820 15.299910 15.667415  0.059
H: 18.770010 21.327640 17.679055  0.089
H: 21.486750 18.811110 19.194355  0.079
H: 14.026240 17.503660 20.045285  0.053
H: 13.735460 24.041820 20.169795  0.070
H: 10.203570 13.988370 21.783575  0.112
H: 17.252230 18.642580 10.867395  0.073
H: 15.388400 24.064770 19.767975  0.069
H: 20.588340 26.591600 17.853535  0.071
H: 13.976280 14.355420 18.191705  0.096
H: 15.747910 17.811560 24.731855  0.109
H: 14.009910 24.709800 11.139895  0.079
H: 15.892670 22.550510 21.624885  0.102
H: 17.220390 19.653650 14.985625  0.068

Atoms 1-2, force components in eV/Å:
-0.0170 -0.9442 -2.3014
2.1876 0.6802 -1.5335

- Total energy: -170418.4309 eV
- LUMO energy: 0.54 eV
- SMILES: CCOC(=O)C(F)(F)F.CCOC(=O)C(F)(F)F.CCOP(=O)(OCC)OCC.CCOP(=O)(OCC)OCC.CCOP(=O)(OCC)OCC.CCOP(=O)(OCC)OCC.CCOC(=O)OC.CCOC(=O)OC.CCOC(=O)OC.CCOC(=O)OC
- HOMO: -10.02 eV
- ΔE to the lowest compared entry with this formula, charge and spin: 47.5 kcal per mole
- Molecular weight: 1429.196 g mol⁻¹
- HOMO-LUMO gap: 10.55 eV